Here is a single C4H7NO2 molecule from the OMol25 dataset. Energies are from the ωB97M-V functional and the def2-TZVPD basis.

## Properties
LUMO energy (alpha / beta) = -1.086 / -1.092 eV
HOMO level (alpha / beta) = -8.7 / -8.7 eV
Total charge = 0

Last column: natural (NBO) charge in e.
CARTESIAN COORDINATES (ANGSTROEM)
C (-1.631, -1.353, 0.520)  -0.72
C (-0.527, -0.646, -0.143)  0.10
C (-0.300, 0.751, 0.183)  -0.01
O (-1.067, 1.388, 0.952)  -0.69
C (1.280, 0.961, 0.265)  0.66
O (1.772, 1.284, 1.314)  -0.54
N (2.009, 0.668, -0.862)  -0.85
H (-1.452, -1.267, 1.606)  0.28
H (-2.564, -0.797, 0.380)  0.28
H (-1.745, -2.400, 0.231)  0.23
H (0.114, -1.152, -0.863)  0.21
H (-0.458, 0.960, -0.981)  0.25
H (1.578, 0.699, -1.773)  0.39
H (2.991, 0.904, -0.830)  0.41

---

Here is a molecular structure, C4H7NO2 at a distorted geometry from the OMol25 dataset. Energies are from the ωB97M-V functional and the def2-TZVPD basis.

## Properties
LUMO energy = 0.853 eV
HOMO level = -8.8 eV
Total charge = 0

Last column: natural (NBO) charge in e.
CARTESIAN COORDINATES (ANGSTROEM)
C (-1.519, 0.020, -0.490)  0.00
C (0.203, 0.273, -0.560)  -0.01
C (1.829, -0.039, 0.461)  0.16
C (-0.257, -0.769, 0.298)  0.02
H (-2.920, 1.064, 0.429)  0.37
H (-2.630, 1.377, -1.232)  0.37
H (-2.174, -0.754, -1.088)  0.19
H (0.301, 1.368, -0.048)  0.21
H (2.736, -0.657, 0.785)  0.20
H (1.925, 1.077, 1.055)  0.18
H (-0.466, -1.894, 0.196)  0.20
N (-2.241, 1.195, -0.221)  -0.84
O (1.537, -0.109, -0.908)  -0.49
O (0.635, -0.748, 1.308)  -0.54

---

Here is a single C4H7NO2 molecule at a distorted geometry from the OMol25 dataset. Energies are from the ωB97M-V functional and the def2-TZVPD basis.

## Properties
SMILES string = O/N=C1/CC[C@H]1O
LUMO energy = 0.917 eV
HOMO level = -9.7 eV
Total charge = 0

Last column: natural (NBO) charge in e.
CARTESIAN COORDINATES (ANGSTROEM)
O (1.458, -1.985, -0.500)  -0.59
N (0.098, -1.697, -0.730)  -0.16
C (-0.095, -0.467, -0.456)  0.21
C (-1.262, 0.492, -0.531)  -0.45
C (-0.353, 1.562, 0.152)  -0.41
C (0.678, 0.450, 0.449)  0.03
O (0.330, -0.236, 1.659)  -0.70
H (1.527, -2.933, -0.669)  0.48
H (-2.183, 0.233, 0.001)  0.24
H (-1.484, 0.696, -1.578)  0.23
H (-0.732, 2.074, 1.040)  0.22
H (-0.008, 2.316, -0.567)  0.21
H (1.754, 0.655, 0.379)  0.20
H (0.231, -1.162, 1.348)  0.49

---

Here is a single C4H7NO2 molecule at a distorted geometry from the OMol25 dataset. Energies are from the ωB97M-V functional and the def2-TZVPD basis.

## Properties
SMILES string = C[C@@H]1C(=O)N[C@H]1O
LUMO energy = 0.834 eV
HOMO level = -9.6 eV
Total charge = 0

Last column: natural (NBO) charge in e.
CARTESIAN COORDINATES (ANGSTROEM)
C (0.403, 1.751, -0.082)  -0.63
C (0.014, 0.334, -0.517)  -0.35
C (-1.348, -0.229, 0.042)  0.69
O (-2.488, 0.130, 0.019)  -0.59
N (-0.752, -1.331, 0.529)  -0.66
C (0.656, -0.840, 0.306)  0.27
O (1.360, -1.784, -0.339)  -0.68
H (-0.410, 2.030, 0.649)  0.23
H (0.343, 2.563, -0.805)  0.23
H (1.357, 1.879, 0.343)  0.22
H (-0.163, -0.006, -1.560)  0.22
H (-1.022, -2.037, 1.215)  0.41
H (1.190, -0.521, 1.330)  0.18
H (0.860, -1.938, -1.129)  0.47

---

Here is 2 unconnected molecules or ions with the total composition C4H7NO2 at a distorted geometry from the OMol25 dataset. Energies are from the ωB97M-V functional and the def2-TZVPD basis.

## Properties
LUMO energy = 0.267 eV
HOMO level = -9.6 eV
Total charge = 0

Last column: natural (NBO) charge in e.
CARTESIAN COORDINATES (ANGSTROEM)
O (-2.175, -0.778, 0.602)  -0.70
C (-0.817, -0.761, 0.291)  -0.05
C (-0.304, -0.262, -1.104)  -0.10
N (1.073, -0.286, -0.807)  -0.62
C (1.175, 0.714, 0.219)  -0.31
C (0.011, 0.195, 1.148)  0.58
O (-0.270, 0.437, 2.297)  -0.52
H (-2.243, -0.508, 1.532)  0.49
H (-0.404, -1.787, 0.464)  0.20
H (-0.618, -0.903, -1.943)  0.22
H (-0.195, 1.404, -1.371)  0.01
H (1.624, -0.086, -1.625)  0.38
H (1.015, 1.814, -0.420)  0.19
H (2.127, 0.808, 0.719)  0.23

---

Here is a single C4H7NO2 molecule at a distorted geometry from the OMol25 dataset. Energies are from the ωB97M-V functional and the def2-TZVPD basis.

## Properties
LUMO energy = -0.321 eV
HOMO level = -8.6 eV
Total charge = 0

Last column: natural (NBO) charge in e.
CARTESIAN COORDINATES (ANGSTROEM)
C (-2.726, 0.587, 0.467)  0.45
C (0.544, -0.257, -0.019)  0.61
C (1.503, -1.344, 0.310)  -0.71
C (1.130, 0.847, -0.705)  -0.75
N (-1.475, 0.694, 0.021)  -0.42
O (-3.338, -0.293, 1.067)  -0.65
O (-0.644, -0.365, 0.366)  -0.23
H (-3.276, 1.481, 0.138)  0.11
H (2.246, -1.511, -0.506)  0.25
H (0.636, -2.078, 0.373)  0.26
H (1.792, -1.180, 1.376)  0.27
H (0.439, 1.083, -1.557)  0.29
H (2.080, 0.577, -1.241)  0.24
H (1.089, 1.760, -0.089)  0.29